Run i
Formula: ArH24O12
Source: the OMol25 dataset
Level of theory: ωB97M-V/def2-TZVPD

Atoms and positions in Å:
1 Ar -0.4600 -0.6516 0.5074
2 O -2.3161 1.4819 2.7095
3 H -1.7762 0.7160 2.9046
4 H -2.5386 1.8435 3.5673
5 O -2.5895 1.0764 -1.3155
6 H -2.9257 1.5220 -2.0931
7 H -3.3728 0.8015 -0.8389
8 O -0.9153 0.2041 -3.5614
9 H -1.2473 0.2010 -2.6636
10 H -1.3200 -0.5612 -3.9696
11 O 2.1955 1.6629 -1.7867
12 H 1.3707 1.9365 -1.3853
13 H 2.8711 1.9819 -1.1883
14 O 1.0198 -3.1459 -1.3684
15 H 1.0920 -2.2504 -1.6988
16 H 1.9242 -3.4541 -1.3107
17 O 2.1596 0.8416 3.2029
18 H 1.3405 0.3501 3.1426
19 H 2.5322 0.7961 2.3224
20 O -1.5845 -3.4658 -2.5673
21 H -0.8450 -3.5806 -1.9705
22 H -2.2276 -2.9704 -2.0601
23 O -0.3170 2.7888 -0.9527
24 H -0.9414 2.0684 -0.8678
25 H -0.2439 3.1485 -0.0687
26 O -0.1113 3.2242 1.6138
27 H -0.8006 2.6489 1.9458
28 H 0.6116 3.1138 2.2315
29 O -0.3333 -0.7481 3.5091
30 H -1.1288 -1.2804 3.5196
31 H 0.3476 -1.3405 3.1902
32 O 1.7215 -0.8685 -3.0595
33 H 0.8394 -0.6968 -3.3890
34 H 1.9315 -0.1026 -2.5251
35 O 1.7451 -2.2843 2.3358
36 H 1.9564 -3.2050 2.1809
37 H 2.3362 -1.8019 1.7577

Calculated values
Total charge: 0
Frontier orbital gap, eV: 10.621



Run ii
Formula: ArH24O12
Source: the OMol25 dataset
Level of theory: ωB97M-V/def2-TZVPD

Atoms and positions in Å:
1 Ar -4.0155 22.8036 -8.9498
2 O -6.4358 25.0363 -9.6850
3 H -6.0559 25.1127 -8.8098
4 H -6.7032 24.1196 -9.7513
5 O -2.6621 24.6976 -11.3149
6 H -1.7426 24.4318 -11.3242
7 H -3.1486 23.8838 -11.4465
8 O -1.2964 21.7390 -7.5333
9 H -0.7798 21.1764 -6.9563
10 H -0.7878 22.5472 -7.5987
11 O -7.1152 22.8029 -11.1969
12 H -7.6859 22.9793 -11.9448
13 H -7.5153 22.0499 -10.7620
14 O -3.0565 22.8387 -5.4608
15 H -2.4090 22.7446 -6.1595
16 H -2.7040 22.3225 -4.7359
17 O -7.1125 21.8879 -7.1864
18 H -7.9823 22.2162 -6.9585
19 H -6.5253 22.3070 -6.5572
20 O -5.8334 23.2094 -5.2533
21 H -4.8815 23.1437 -5.3286
22 H -6.0308 22.8531 -4.3870
23 O -5.4509 19.5074 -9.6886
24 H -5.8015 19.4122 -8.8030
25 H -4.5747 19.8714 -9.5621
26 O -4.2904 22.7467 -12.0724
27 H -3.9988 21.8428 -11.9532
28 H -5.2456 22.6977 -12.0345
29 O -3.4800 20.1936 -12.1270
30 H -2.7306 20.4898 -12.6436
31 H -3.1519 20.1550 -11.2286
32 O -2.4774 19.7707 -9.6300
33 H -1.7220 19.5063 -10.1550
34 H -2.1330 20.4321 -9.0299
35 O -2.8213 27.2534 -10.1199
36 H -3.0695 26.3875 -10.4439
37 H -3.2695 27.8655 -10.7035

Calculated values
Total charge: 0
Frontier orbital gap, eV: 9.673



Run iii
Formula: ArH24O12
Source: the OMol25 dataset
Level of theory: ωB97M-V/def2-TZVPD

Atoms and positions in Å:
1 Ar -0.1281 -0.3552 0.1957
2 O 0.8239 3.0416 0.5293
3 H -0.0963 2.9084 0.7569
4 H 1.3081 2.7213 1.2903
5 O 1.0009 1.8522 -2.3836
6 H 1.0537 2.3009 -1.5398
7 H 1.9128 1.7198 -2.6426
8 O 2.7390 -1.7044 1.3938
9 H 3.5851 -1.9934 1.7357
10 H 2.3729 -2.4813 0.9711
11 O 1.9519 -1.0076 -3.4354
12 H 1.6496 -0.3508 -2.8081
13 H 1.1922 -1.5727 -3.5761
14 O -0.8622 -3.7898 -0.6961
15 H -1.1172 -4.5823 -0.2236
16 H 0.0400 -3.6264 -0.4213
17 O -1.5531 -0.1556 3.1591
18 H -1.7152 -1.0960 3.2335
19 H -2.1295 0.1320 2.4511
20 O 3.6704 0.7293 0.3245
21 H 3.4265 -0.1863 0.4600
22 H 3.4621 1.1585 1.1544
23 O -0.6804 -2.0970 -2.9593
24 H -0.7651 -2.7001 -3.6978
25 H -0.7126 -2.6593 -2.1853
26 O 1.2715 -0.2643 3.5282
27 H 1.7752 -0.7489 2.8742
28 H 0.3574 -0.4495 3.3125
29 O -4.0532 0.1895 1.6161
30 H -4.6948 0.8495 1.3537
31 H -4.0273 -0.4249 0.8826
32 O -1.5975 2.0939 -3.5471
33 H -2.4018 1.8841 -3.0724
34 H -0.8947 1.8918 -2.9296
35 O -1.7136 2.8711 1.4493
36 H -1.8687 3.3121 2.2846
37 H -2.5821 2.5898 1.1615

Calculated values
Total charge: 0
Frontier orbital gap, eV: 9.989



run i is the most stable structure; the next one sits 0.553 eV above it.



Run i
Formula: C4H5N3O3
Source: the OMol25 dataset
Level of theory: ωB97M-V/def2-TZVPD

Atoms and positions in Å:
1 O 0.8298 -1.5443 0.9232
2 C 0.5504 -0.1773 0.9255
3 C 1.5765 0.5512 0.0765
4 N 1.8159 1.7130 -0.2856
5 C -0.8502 0.0776 0.4370
6 N -1.3975 -0.4087 -0.6328
7 C -2.6813 0.0569 -0.5401
8 N -2.8904 0.8115 0.4989
9 O -1.6678 0.8416 1.1372
10 H 0.7088 -1.9145 0.0329
11 H 0.6339 0.2390 1.9415
12 H -3.4740 -0.1857 -1.2434
13 O 2.2902 -0.2723 -1.1325
14 H 2.1249 -1.1840 -0.8317
15 H 2.4309 1.3960 -1.3066

Calculated values
Total charge: 0
SMILES: [H]/N=C(\O)[C@H](O)c1ncno1
Frontier orbital gap, eV: 10.933



Run ii
Formula: C4H5N3O3
Source: the OMol25 dataset
Level of theory: ωB97M-V/def2-TZVPD

Atoms and positions in Å:
1 C 4.5583 1.3716 -0.4168
2 C 3.3394 -0.6826 0.0574
3 C -0.8192 -0.6561 -0.0242
4 C -2.2139 -0.1713 -0.1740
5 N 3.9091 0.5543 0.1439
6 N 2.0281 -0.6371 0.2582
7 N 1.2696 0.3895 0.3067
8 O 4.0306 -1.6549 -0.0999
9 O -0.4519 -1.8019 0.2214
10 O -0.0272 0.4160 0.0949
11 H 4.8770 2.3752 -0.3895
12 H -2.4549 0.8466 -0.0468
13 H -2.2988 -0.5712 -1.1563
14 H -2.8788 -0.8093 0.4122
15 H 1.7120 -1.5918 0.0695

Calculated values
Total charge: 0
Frontier orbital gap (alpha / beta), eV: 6.877 / 8.414



Run iii
Formula: C4H5N3O3
Source: the OMol25 dataset
Level of theory: ωB97M-V/def2-TZVPD

Atoms and positions in Å:
1 C -1.2032 -0.5764 -2.6918
2 C -0.7896 -2.0601 -0.6382
3 C 0.2890 1.0759 0.1333
4 C 0.9519 0.6872 1.3750
5 N -1.0252 -1.9698 -1.8736
6 N -0.6798 0.3854 -1.9600
7 N -0.1186 0.1481 -0.7071
8 O -1.6429 -0.7398 -3.7838
9 O -0.6796 -2.5640 0.3963
10 O -0.0216 2.2537 -0.0269
11 H 1.3716 1.6159 2.0024
12 H 1.6725 -0.0916 1.2473
13 H 0.2508 0.1374 2.0396
14 H -1.0399 -2.6730 -2.5998
15 H -0.5468 1.3894 -2.2243

Calculated values
Total charge: 0
Frontier orbital gap, eV: 7.898



run iii is the most stable structure; the next one sits 1.282 eV above it.



Run i
Formula: CH2N2OS2
Source: the OMol25 dataset
Level of theory: ωB97M-V/def2-TZVPD

Atoms and positions in Å:
1 C -0.6085 0.1173 0.5076
2 N -0.2500 -1.2369 0.6740
3 N 0.5432 -1.7733 -0.0607
4 O 1.1100 1.9657 -0.3603
5 S 1.2028 -0.9023 -1.2954
6 S 0.2217 0.9968 -0.9782
7 H -1.7819 0.0304 0.2513
8 H -0.4373 0.8023 1.2616

Calculated values
Total charge: 0
Frontier orbital gap, eV: 9.874



Run ii
Formula: CH2N2OS2
Source: the OMol25 dataset
Level of theory: ωB97M-V/def2-TZVPD

Atoms and positions in Å:
1 C -1.2056 0.6942 0.2752
2 N -1.3496 -0.5110 -0.0098
3 N -0.7919 -1.5024 -0.4880
4 O 2.7477 0.1749 0.7498
5 S 0.9772 -1.6105 -0.6612
6 S 1.7899 0.2320 -0.3092
7 H -0.2804 1.0621 -0.1335
8 H -1.8873 1.4607 0.5768

Calculated values
Total charge: 0
Frontier orbital gap (alpha / beta), eV: 7.307 / 7.195



run i is the most stable structure; the next one sits 1.866 eV above it.



Run i
Formula: C4H9FN2
Source: the OMol25 dataset
Level of theory: ωB97M-V/def2-TZVPD

Atoms and positions in Å:
1 C -2.0269 -0.3486 -0.6950
2 C -1.2532 -0.3036 0.6373
3 C 0.9922 0.5793 0.0961
4 C 2.4652 0.1481 0.0009
5 H -1.7092 0.4328 -1.3890
6 H -3.0932 -0.2201 -0.4493
7 H -1.8853 -1.3618 -1.1097
8 H -1.6287 -1.1169 1.2682
9 H -1.4080 0.6260 1.2287
10 H 0.6037 -1.4012 0.2907
11 H -0.2871 1.9009 -0.1506
12 H 3.0113 0.7071 -0.7965
13 H 2.8855 0.2496 1.0502
14 N 0.2005 -0.4760 0.5039
15 N 0.7152 1.7749 -0.1519
16 F 2.4181 -1.1904 -0.3342

Calculated values
Total charge: 0
SMILES: [H]/N=C(/CF)NCC
Frontier orbital gap, eV: 10.153



Run ii
Formula: C4H9FN2
Source: the OMol25 dataset
Level of theory: ωB97M-V/def2-TZVPD

Atoms and positions in Å:
1 C -0.0304 -0.6005 -1.0906
2 C -1.1366 0.4841 -0.7171
3 C -0.9852 -0.0437 0.7745
4 C 0.2580 -0.7615 0.3606
5 H 1.7702 0.3226 -1.4462
6 H 0.8258 0.0934 -2.8610
7 H -0.5668 -1.4821 -1.4691
8 H -0.7246 1.4545 -0.7157
9 H -2.0940 0.4837 -1.2702
10 H -1.8819 -0.7527 1.0160
11 H -1.4551 1.1056 2.4852
12 H 0.1372 0.7466 2.3139
13 H 0.4331 -1.7474 0.7927
14 N 1.0899 -0.2913 -1.9358
15 N -0.7324 0.9394 1.8293
16 F 1.3798 0.0854 0.6595

Calculated values
Total charge: 0
SMILES: N[C@@H]1C[C@H](N)[C@@H]1F
Frontier orbital gap, eV: 9.722



run i is the most stable structure; the next one sits 0.808 eV above it.



Run i
Formula: C7H11NO
Source: the OMol25 dataset
Level of theory: ωB97M-V/def2-TZVPD

Atoms and positions in Å:
1 C 0.4604 0.0964 2.2194
2 C -1.2971 -0.4218 -1.7608
3 C 0.3087 1.0921 -0.6087
4 C -0.5879 -0.1788 1.1860
5 C -0.1838 -0.1847 -0.7730
6 C 0.3642 -1.3552 -0.1301
7 C 1.1523 2.0106 -1.0047
8 O 1.7098 -1.5071 -0.0182
9 N -1.8071 -0.1431 1.4699
10 H 2.1418 -0.6477 -0.1486
11 H -2.4758 -0.3412 0.7332
12 H -0.1883 -2.2874 -0.0765
13 H 0.5383 -0.7694 2.8793
14 H 1.4385 0.2627 1.7783
15 H 0.1705 0.9636 2.8084
16 H -1.5873 -1.4724 -1.8151
17 H -0.9520 -0.1596 -2.7603
18 H -2.1813 0.1662 -1.5131
19 H 1.0628 3.0469 -0.6985
20 H 1.9133 1.8301 -1.7667

Calculated values
Total charge: 0
Frontier orbital gap (alpha / beta), eV: 7.739 / 7.740



Run ii
Formula: C7H11NO
Source: the OMol25 dataset
Level of theory: ωB97M-V/def2-TZVPD

Atoms and positions in Å:
1 C -3.2828 -1.4017 0.3149
2 C -1.8491 -1.4476 0.3492
3 C 0.1841 -0.5013 -0.5219
4 C 0.8298 -0.0642 0.7326
5 C 2.3226 0.6922 0.6619
6 C 2.1333 1.0402 -0.6750
7 C 0.6631 0.9730 -0.9304
8 H -3.8159 -2.1189 1.0247
9 H -3.7959 -0.7580 -0.5243
10 H -1.5220 -2.0658 1.3047
11 H 0.9258 -1.0129 -1.1746
12 H 0.3863 -0.5948 1.7084
13 H 3.7540 0.2272 1.0241
14 H 2.1066 1.7208 1.3807
15 H 2.4231 2.0302 -0.6957
16 H 2.7266 0.4410 -1.4351
17 H 0.5760 1.4775 -1.9610
18 H -0.7853 1.2857 0.4597
19 N 0.0926 1.3545 0.5135
20 O -1.2042 -0.7322 -0.5367

Calculated values
Total charge: 0
Frontier orbital gap, eV: 9.460



Run iii
Formula: C7H11NO
Source: the OMol25 dataset
Level of theory: ωB97M-V/def2-TZVPD

Atoms and positions in Å:
1 C 2.7115 0.1760 -0.1737
2 C -2.4628 0.8721 -1.0002
3 C -0.0670 -0.8108 2.1216
4 C -1.2312 0.9610 -0.1317
5 C 0.6532 -0.3845 0.8810
6 C -0.2275 -0.1265 -0.3012
7 C -0.0674 -0.8017 -1.4381
8 N 1.9046 -0.2633 0.9182
9 O -1.0718 1.8555 0.6664
10 H 3.3874 -0.6382 -0.4417
11 H 2.1562 0.4926 -1.0656
12 H 3.3219 1.0052 0.1869
13 H -2.8738 -0.1341 -0.9857
14 H -3.2039 1.5840 -0.6460
15 H -2.2009 1.1251 -2.0260
16 H -0.6969 0.0073 2.4676
17 H -0.7042 -1.6697 1.9155
18 H 0.6531 -1.0605 2.8944
19 H 0.6748 -1.5792 -1.5218
20 H -0.6557 -0.6103 -2.3200

Calculated values
Total charge: 0
SMILES: C=C(C(C)=O)/C(C)=N\C
Frontier orbital gap, eV: 9.409



run iii is the most stable structure; the next one sits 4.237 eV above it.



Run i
Formula: C7H11NO
Source: the OMol25 dataset
Level of theory: ωB97M-V/def2-TZVPD

Atoms and positions in Å:
1 C 0.2807 -1.4572 -0.9785
2 C -1.3157 0.1303 -0.5973
3 C -1.2496 -0.6915 0.6874
4 C 0.2875 -1.0976 0.5343
5 C 1.2483 0.0939 0.8532
6 C 0.4167 1.3165 0.5890
7 C -0.2739 1.2690 -0.7042
8 H 0.2613 -2.5255 -1.1300
9 H 1.2210 -1.0765 -1.4373
10 H -2.2979 0.4922 -0.8568
11 H -1.5228 -0.2139 1.6334
12 H -1.8507 -1.6453 0.5905
13 H 0.5262 -1.9712 1.1213
14 H 1.6691 0.0748 1.8988
15 H 2.0915 0.0409 0.1386
16 H -0.1751 1.3874 1.4903
17 H 1.0012 2.9347 -0.6738
18 H 0.2833 1.0682 -1.6016
19 N 0.2330 2.6223 -0.0308
20 O -0.8340 -0.7516 -1.5265

Calculated values
Total charge: 0
SMILES: C1O[C@H]2C[C@@H]1C[C@H]1N[C@H]21
Frontier orbital gap, eV: 9.684



Run ii
Formula: C7H11NO
Source: the OMol25 dataset
Level of theory: ωB97M-V/def2-TZVPD

Atoms and positions in Å:
1 C -2.3051 -0.9202 0.1421
2 C -0.8822 -0.5841 0.1292
3 C 0.0449 -1.3003 -0.3938
4 C 1.4980 -0.8749 -0.2734
5 C 1.7318 0.6343 -0.4602
6 C -0.3649 1.9469 -0.1118
7 C -0.5065 0.7069 0.7426
8 H -2.9121 -0.7908 1.0118
9 H -2.5457 -1.9560 -0.2228
10 H -2.7317 -0.3843 -0.6761
11 H -0.1387 -2.2723 -0.9728
12 H 1.9275 -1.4001 -1.2115
13 H 1.7393 -0.6265 1.6569
14 H 2.7338 0.9040 -0.1321
15 H 1.6799 0.9974 -1.4831
16 H -0.6195 3.0295 0.2215
17 H -0.2471 1.8450 -1.2259
18 H -0.9540 1.0328 1.7874
19 N 0.8464 1.4242 0.5371
20 O 2.0056 -1.4115 0.9348

Calculated values
Total charge: 0
SMILES: CC1=C[C@H](O)CN2C[C@@H]12
Frontier orbital gap, eV: 9.881



Run iii
Formula: C7H11NO
Source: the OMol25 dataset
Level of theory: ωB97M-V/def2-TZVPD

Atoms and positions in Å:
1 C -0.2656 0.2431 0.7012
2 C 0.9412 -1.7651 -0.2970
3 C -1.1024 1.4010 0.1505
4 C 0.6892 0.7259 1.8000
5 C 0.5962 -0.4231 -0.3703
6 C 0.7032 0.0656 -1.7588
7 O -1.1255 -0.7053 1.3222
8 C -0.3851 -1.0742 -1.8235
9 N -1.5032 -1.3491 -2.1185
10 H -1.7547 -1.0319 0.6642
11 H 0.6938 -2.3258 0.5897
12 H 1.7726 -2.1535 -0.8678
13 H -0.4741 2.2197 -0.1963
14 H -1.7324 1.7799 0.9534
15 H -1.7233 1.0532 -0.6765
16 H 0.1078 1.2188 2.5761
17 H 1.4072 1.4416 1.4047
18 H 1.2181 -0.1206 2.2309
19 H 0.3440 1.0605 -1.9918
20 H 1.5931 -0.2606 -2.2924

Calculated values
Total charge: 0
Frontier orbital gap, eV: 8.527



run ii is the most stable structure; the next one sits 0.346 eV above it.